The following is a DFT calculation (ωB97M-V with the def2-TZVPD basis set) of a cluster of 2 separate species, C3H12N2OS in total at a distorted geometry.

Total charge: 0
Max |F| in eV/Å: 4.210
Structure (SMILES): NCNCCS.O
Energy above the lowest of the compared OMol25 structures with the same formula, charge and spin in kJ/mol: 120.8
Spin multiplicity: 1

Geometry (Å):
C  -0.103  -0.706  0.361
C  0.824  -1.001  -0.909
S  -0.288  -1.952  -2.092
N  0.769  -0.019  1.359
C  0.058  0.702  2.416
N  -0.506  1.971  1.855
H  -0.976  -0.087  0.164
H  -0.319  -1.653  0.804
H  1.669  -1.505  -0.513
H  1.158  -0.171  -1.426
H  -0.669  -0.818  -2.669
H  1.425  0.587  0.864
H  -0.860  0.100  2.508
H  0.774  0.908  3.258
H  -1.438  2.157  2.238
H  0.004  2.846  2.107
H  -0.693  1.881  0.026
H  -0.783  2.546  -1.439
O  -0.150  2.102  -0.771